1.
13
Properties=species:S:1:pos:R:3:forces:R:3:mulliken_charge:R:1 method="wB97M-V/def2-TZVPD" lumo_ha="-0.1879 / -0.1879" gap_ev="7.7810 / 7.7804" spin_multiplicity=1 total_charge=+1
C 0.82505 1.49805 -0.34432 -2.76 -1.26 2.06 -0.002
C -0.51285 1.68856 -0.15491 0.30 -0.57 -1.21 -0.549
C -1.18607 -0.94422 -0.22825 1.91 1.79 -0.67 0.160
N 1.39804 0.43208 0.29060 1.10 -0.72 2.24 -0.452
N -1.03694 -2.11081 0.24601 1.39 -4.00 -1.88 -0.250
S -1.46975 0.45927 0.70751 -0.63 0.44 0.24 -0.088
Br 3.28892 0.16589 0.10828 -1.14 0.37 0.17 0.018
H 1.44161 2.12808 -0.86196 1.22 1.63 -1.64 0.469
H -1.08680 2.42721 -0.68501 0.07 0.30 0.12 0.415
H -0.77052 -0.81303 -1.21494 0.06 0.35 -0.26 0.363
H -1.51043 -2.43172 1.02717 -0.80 -0.30 2.39 0.240
H 1.11359 0.44167 1.32721 0.88 -0.42 -1.98 0.368
H -0.49385 -2.94105 -0.21738 -1.61 2.40 0.41 0.306

***

2.
49
Properties=species:S:1:pos:R:3:forces:R:3:mulliken_charge:R:1 method="wB97M-V/def2-TZVPD" lumo_ha=-0.2808 gap_ev=5.9897 spin_multiplicity=1 total_charge=+2
Zr 0.02078 -1.23984 0.31822 -1.20 0.18 0.02 1.139
C 4.10040 -2.12336 -0.62771 -0.01 -0.16 -0.25 -1.340
As 2.70586 -0.93710 -0.08819 0.19 0.22 0.43 0.689
C 3.30021 -0.46669 1.71032 0.06 -0.11 -0.03 -1.020
C 2.93549 0.70973 -1.03127 0.17 0.11 -0.33 0.517
C 4.00341 0.89154 -1.90212 0.01 0.15 -0.02 -0.533
C 4.17659 2.11450 -2.53894 0.03 -0.07 0.01 -0.706
C 3.28583 3.15137 -2.31285 -0.04 0.04 0.00 -0.845
C 2.21054 2.97055 -1.45251 0.09 -0.04 -0.07 -0.499
C 2.02734 1.74742 -0.81499 0.09 0.28 -0.07 0.365
As 0.54374 1.52531 0.39558 0.21 0.14 -0.20 0.449
C -0.84547 2.58145 -0.41685 -0.13 0.17 0.02 -1.328
C 1.02938 2.56267 1.94044 -0.03 0.10 0.09 -1.144
H 4.08086 -2.27812 -1.70333 0.06 -0.03 -0.01 0.444
H 3.96317 -3.07132 -0.11348 0.01 0.00 0.04 0.395
H 5.02751 -1.64806 -0.31252 0.09 -0.10 -0.07 0.481
H 3.71626 -1.36606 2.16104 0.02 0.01 0.00 0.497
H 2.49477 -0.11375 2.34830 -0.04 0.04 -0.04 0.243
H 4.06362 0.30006 1.59158 0.04 -0.01 0.11 0.475
H 4.71374 0.09795 -2.09219 -0.01 -0.03 0.03 0.423
H 5.01353 2.25226 -3.21014 -0.01 0.01 -0.01 0.431
H 3.42506 4.10226 -2.80921 -0.01 0.00 0.01 0.420
H 1.52047 3.79027 -1.29709 0.00 0.01 0.02 0.321
H -0.91701 2.35737 -1.47904 0.00 0.01 -0.02 0.420
H -0.59371 3.63131 -0.27899 -0.10 0.04 -0.07 0.494
H -1.79544 2.37499 0.07153 -0.01 0.03 0.01 0.401
H 1.40476 3.50722 1.54968 0.02 0.06 0.14 0.433
H 1.80002 2.06343 2.51867 0.05 0.01 0.01 0.378
H 0.15231 2.73058 2.56177 0.00 0.02 0.01 0.437
N -7.13651 -0.74138 -0.62397 -0.08 -0.18 -0.01 -0.363
C -6.31473 -1.65084 -0.08344 0.24 0.48 -0.10 -0.076
S -6.66842 -3.16421 0.37974 -0.07 -0.19 0.06 -0.221
C -4.87827 -1.23274 0.01243 -0.25 -0.20 0.08 0.559
C -4.18825 -1.37052 1.21785 0.04 0.09 -0.10 -0.784
C -2.84414 -1.10576 1.24324 -0.05 -0.03 0.10 -0.276
N -2.14487 -0.74590 0.13366 -0.09 -0.04 -0.14 0.037
C -2.82470 -0.59011 -1.02273 0.00 0.03 0.02 -0.234
C -4.18070 -0.80116 -1.11523 0.11 0.05 -0.07 -0.591
H -8.10819 -0.98137 -0.75225 -0.01 0.02 0.01 0.231
H -6.85476 0.20723 -0.80301 0.00 0.02 0.02 0.226
H -4.69815 -1.70440 2.11043 -0.01 0.00 0.00 0.505
H -2.28956 -1.19593 2.16982 0.04 -0.04 -0.01 0.575
H -2.25093 -0.29205 -1.89362 0.00 -0.01 -0.02 0.474
H -4.67780 -0.67876 -2.06802 0.00 -0.01 0.00 0.465
O 1.96478 -3.53532 1.77087 0.19 0.09 -0.04 -0.453
S 0.55683 -3.38729 1.76070 -0.41 -0.54 0.18 1.030
O -0.31265 -4.21824 2.48847 -0.06 0.12 -0.09 -0.493
O 0.05973 -3.20978 0.25485 0.51 -0.54 0.34 -0.593
O 0.22728 -1.81938 2.13452 0.36 -0.19 -0.02 -0.452

***

no.,E_tot (Eh)
1,-3199.279187
2,-6347.847483